C8H16IN2O5PS as an isolated structure, computed with the ωB97M-V functional and the def2-TZVPD basis.

Each line ends with the natural charge from an NBO analysis.
Positions of all 34 atoms, in Å:
H  -0.8760  -0.1494  5.0131  0.211
C  -1.3607  0.1715  4.0895  -0.379
H  4.0665  -0.7365  -1.3483  0.194
H  -1.4374  1.9533  2.8550  0.246
H  -1.4070  -0.1556  -3.6337  0.236
H  0.0422  -0.8747  2.8012  0.218
H  1.1666  0.9389  -0.9516  0.209
H  4.3293  0.9608  -0.9722  0.195
H  0.7817  -0.5790  -3.5422  0.199
H  -1.3892  -1.8101  3.2164  0.224
H  -2.4350  0.1783  4.2791  0.211
N  2.7223  0.6006  -2.3054  -0.620
C  0.4543  -0.3656  -2.5169  0.041
H  2.9655  0.0805  -0.2475  0.191
P  -1.8257  1.3243  -1.7653  0.976
N  1.6407  1.7657  3.3162  -0.338
H  -1.1817  2.2866  4.5657  0.251
C  3.5571  0.2109  -1.1563  -0.414
H  2.8352  -0.1020  -3.0241  0.357
O  -1.6310  -1.4028  -2.0075  -0.706
O  0.6779  -1.5575  -1.7374  -0.690
C  0.5144  1.6946  3.5154  0.289
C  -0.9263  1.6035  3.7548  -0.512
H  -1.9283  -0.1585  -0.1476  0.508
I  -3.8679  1.5095  -3.1054  -0.149
C  1.3056  0.7857  -2.0272  -0.243
S  -0.5245  -2.5430  -2.0541  2.565
O  -0.3648  -3.0307  -3.3795  -0.908
O  -2.4246  0.6334  -0.4091  -0.993
O  -0.7699  -3.4079  -0.9650  -0.880
H  -1.5107  -0.5046  2.0394  0.186
C  -1.0330  -0.8098  2.9735  -0.608
H  0.9334  1.6848  -2.5352  0.210
C  -1.0992  -0.1952  -2.5878  -0.279

Calculated values
HOMO level   -9.31 eV
Total charge   0
LUMO   -0.00680 hartree
E_tot   -49997.224 eV

An isolated ion of composition C8H16N2 and charge +2, computed with the ωB97M-V functional and the def2-TZVPD basis.

Each line ends with the natural charge from an NBO analysis.
Positions of all 26 atoms, in Å:
H  2.5619  -0.5151  -2.9175  0.275
H  -2.1152  2.3477  2.8888  0.263
H  1.7521  -1.7853  -3.7795  0.288
C  -0.7783  0.9842  2.4545  -0.263
H  -0.0085  1.8943  2.4888  0.269
N  -0.3729  0.1512  1.4210  -0.108
H  -0.5587  -1.8095  2.0245  0.266
H  -1.0639  0.5700  -0.4429  0.249
C  -2.1096  1.5777  2.2223  -0.606
H  -0.0294  1.8426  0.4138  0.262
C  1.0831  0.4141  -0.9360  -0.495
C  1.8808  -1.3424  -2.7351  -0.652
C  -0.2579  -1.0938  1.2703  0.139
H  -0.5667  0.4528  3.4430  0.276
H  0.1601  -0.0434  -2.9208  0.274
H  2.1121  0.1760  -0.6076  0.280
H  1.3490  1.3856  -1.2677  0.289
C  -0.0644  0.8144  0.0633  -0.244
C  0.7279  -0.6021  -2.1301  -0.024
N  -0.2014  -1.5479  -1.3256  -0.373
H  -0.5186  -2.8412  0.1992  0.262
H  2.1919  -2.1346  -1.9441  0.236
H  -2.8923  0.8125  2.4292  0.244
C  -0.2531  -1.8214  -0.0132  0.196
H  -0.4599  -2.3831  -1.9285  0.468
H  -2.2911  1.8728  1.1631  0.232

Calculated values
HOMO level   -19.44 eV
Total charge   +2
LUMO   -0.39993 hartree
Relative energy (zero: lowest compared OMol25 entry of this formula, charge and spin)   65.01 kcal/mol
E_tot   -11514.855 eV

The molecule C8H16N2O3S, computed with the ωB97M-V functional and the def2-TZVPD basis.

Each line ends with the natural charge from an NBO analysis.
Positions of all 30 atoms, in Å:
O  -2.0622  1.3888  -1.6957  -0.943
C  -0.9249  -1.0778  0.3962  0.138
H  3.3241  1.7919  1.7171  0.210
O  -1.5423  2.0709  0.5987  -0.942
H  -0.0338  0.0945  -2.3376  0.266
H  -3.3082  -0.2539  0.4104  0.197
O  2.5186  -1.6465  -2.1535  -0.419
C  1.0340  0.4244  0.6424  -0.218
C  -0.1193  -2.1858  1.0160  -0.638
N  -2.0094  -1.5184  -0.3662  -0.640
H  3.2649  1.3371  0.0003  0.195
H  -1.7913  -1.7197  -1.3237  0.364
C  0.5331  -0.2840  -1.5698  -0.420
C  1.4845  1.9163  0.5595  -0.433
C  1.6235  -0.9712  -1.8621  0.720
H  -3.5144  -0.3607  -1.3804  0.214
C  -3.2980  -0.9508  -0.3741  -0.407
H  -3.9400  -1.8334  -0.1856  0.189
H  -0.1709  -2.1504  2.1347  0.225
H  1.0547  2.5646  1.3465  0.230
H  -0.4651  -3.1094  0.6636  0.237
H  1.1879  2.2586  -0.4993  0.213
H  0.8549  -2.1003  0.6948  0.201
H  -1.5234  -0.5914  1.1828  0.214
S  -1.0661  1.8812  -0.7487  1.705
H  3.2711  3.0708  0.5726  0.213
H  1.9817  -0.1815  0.4021  0.174
N  -0.0190  0.0617  -0.2658  -0.463
C  2.9406  2.0056  0.7611  -0.603
H  0.7148  0.0687  1.6636  0.222

Calculated values
HOMO level   -8.84 eV
Total charge   0
LUMO   0.00682 hartree
Relative energy (zero: lowest compared OMol25 entry of this formula, charge and spin)   120.92 kcal/mol
E_tot   -28509.535 eV

The molecule C8H16N2O3S2, computed with the ωB97M-V functional and the def2-TZVPD basis.

Each line ends with the natural charge from an NBO analysis.
Positions of all 31 atoms, in Å:
S  1.7278  2.9545  3.5969  -0.025
N  -0.0450  1.5378  1.4050  -0.629
H  2.2910  0.5924  3.7263  0.247
C  -0.4421  0.3680  3.5562  0.778
H  -0.1485  2.5121  1.6522  0.422
C  -0.4374  -0.2537  -0.2792  -0.150
O  -0.8229  2.0747  -0.6426  -0.592
H  0.3749  -2.4055  -2.1157  0.212
C  -0.6684  -0.4510  -1.7750  -0.436
C  0.6134  -1.2196  -4.7932  -0.757
H  -1.3728  -2.5532  -1.8900  0.215
H  -1.6506  -0.0814  -2.1030  0.231
H  0.7689  -0.2673  1.9297  0.215
H  0.7062  -0.1466  -4.4965  0.217
H  0.5504  -1.4176  -5.8715  0.242
H  -1.5747  -0.4448  2.2327  0.511
C  -0.4857  1.2014  0.1281  0.680
H  0.4859  -0.7418  0.0554  0.209
H  1.5187  -1.7205  -4.4227  0.213
H  2.6828  1.2603  2.1512  0.231
H  0.0332  0.1330  -2.3831  0.227
N  -1.5541  -0.8135  0.5059  -0.845
C  -0.5901  -1.8896  -2.2969  -0.521
O  -0.1747  0.6540  4.6944  -0.580
S  -0.8858  -1.9607  -4.1170  0.192
H  -1.6269  -1.8155  0.2805  0.375
H  2.3316  3.5832  2.5689  0.119
C  0.5475  0.6962  2.4057  -0.177
O  -1.5769  -0.1899  3.1910  -0.690
H  -2.4552  -0.4452  0.1774  0.383
C  1.8797  1.2498  2.9290  -0.518

Calculated values
HOMO level   -9.00 eV
Total charge   0
LUMO   0.01031 hartree
SMILES string   CSCC[C@H](N)C(=O)N[C@@H](CS)C(=O)O
Relative energy (zero: lowest compared OMol25 entry of this formula, charge and spin)   1.32 kcal/mol
E_tot   -39349.520 eV

The molecule C8H16N2O3S2, computed with the ωB97M-V functional and the def2-TZVPD basis.

Each line ends with the natural charge from an NBO analysis.
Positions of all 31 atoms, in Å:
C  -1.8293  -1.8473  -0.8965  -0.509
H  2.8785  1.6242  0.7902  0.247
H  -0.1168  -0.3568  0.3170  0.430
C  -2.0801  -0.3609  -0.7148  -0.200
H  1.5591  -0.3051  -1.1957  0.235
O  -4.0782  -0.5720  0.6979  -0.576
H  -2.3399  0.2120  -1.7111  0.238
C  5.0476  -0.4239  0.3017  -0.770
S  -1.2963  -2.8255  0.6549  -0.077
O  -1.3104  2.3757  -0.8291  -0.653
H  -2.8378  -2.2869  -1.2423  0.252
C  -3.3668  0.1082  0.0770  0.789
H  3.1690  0.7831  -1.1447  0.225
S  3.6177  -1.3534  -0.3533  0.185
H  5.5975  0.1074  -0.4957  0.217
C  2.0294  0.8939  0.5789  -0.467
H  4.5864  0.3116  1.1076  0.225
O  -3.4661  1.3996  -0.0363  -0.689
H  1.5082  2.3416  -0.8445  0.222
C  0.9753  1.9322  0.1292  -0.124
H  1.6252  0.4322  1.5528  0.227
C  -0.4491  1.5756  -0.3743  0.693
N  0.8639  3.0725  1.0237  -0.888
C  2.4511  0.1036  -0.5519  -0.535
H  0.7004  4.2205  0.6089  0.409
H  -0.9277  -2.0919  -1.6092  0.243
H  -2.6016  1.7456  -0.5390  0.495
H  5.7795  -1.2245  0.7971  0.247
H  -2.3133  -2.5160  1.4548  0.150
N  -0.7687  0.2573  -0.2420  -0.625
H  0.0941  3.0422  1.9003  0.387

Calculated values
HOMO level   -8.98 eV
Total charge   0
LUMO   0.01584 hartree
SMILES string   CSCC[C@H](N)C(=O)N[C@@H](CS)C(=O)O
Relative energy (zero: lowest compared OMol25 entry of this formula, charge and spin)   76.40 kcal/mol
E_tot   -39346.264 eV

A 2-piece molecular cluster, C8H16N2O4 overall, computed with the ωB97M-V functional and the def2-TZVPD basis.

Each line ends with the natural charge from an NBO analysis.
Positions of all 30 atoms, in Å:
H  0.9429  -2.4976  -0.0420  0.265
N  0.3948  0.8936  1.3454  -0.662
C  -2.3267  0.3259  -0.9921  -0.381
C  -0.5225  0.0701  0.6829  0.144
H  1.3998  -2.8029  -1.7179  0.233
H  2.7216  -1.5486  0.5378  0.207
C  -0.8158  -1.2320  1.1577  0.272
H  3.7733  -0.1668  0.1908  0.216
H  -0.2548  2.1609  -0.7406  0.494
O  2.0420  0.0008  -0.7865  -0.447
H  3.6318  -1.3345  -0.9655  0.186
C  3.1129  -0.8447  -0.2396  -0.263
H  0.2194  -0.1687  -1.6116  0.186
H  -1.8062  -1.7747  0.8288  0.130
H  -3.1234  -0.5589  -0.6579  0.155
O  0.5111  2.4963  -0.3561  -0.731
H  -3.2109  1.2659  1.3362  0.183
H  -1.6000  -0.1501  -1.7207  0.188
H  -2.8812  1.1677  -1.3399  0.205
H  -0.3051  -2.3307  -1.2868  0.239
C  0.7533  -2.2127  -1.0017  -0.710
O  2.1407  2.2698  1.1724  -0.606
H  0.9461  0.3324  1.9393  0.417
C  1.0933  1.8850  0.7743  0.910
H  -1.6266  2.0334  1.7401  0.223
O  0.0689  -1.9780  1.5851  -0.665
C  -2.2766  1.8082  0.9142  -0.418
H  -2.4209  2.7654  0.2742  0.202
C  0.9931  -0.7205  -1.1273  0.342
N  -1.5743  0.8459  0.1070  -0.516

Calculated values
HOMO level (alpha / beta)   -7.26 / -7.26 eV
Total charge   0
LUMO (alpha / beta)   -0.00532 / -0.00521 hartree
Relative energy (zero: lowest compared OMol25 entry of this formula, charge and spin)   124.87 kcal/mol
E_tot   -19721.364 eV

C8H16N2PSSr as an isolated structure, computed with the ωB97M-V functional and the def2-TZVPD basis.

Each line ends with the natural charge from an NBO analysis.
Positions of all 29 atoms, in Å:
H  0.5677  -1.2139  4.7639  0.183
C  1.1090  -0.2640  4.6579  -0.418
H  -1.5954  -0.0187  4.0351  0.170
H  -1.7036  -0.8032  -5.2460  0.181
Sr  0.1664  0.8759  -0.2062  0.953
H  2.0609  -0.3450  5.1902  0.194
H  0.4773  4.6248  -1.4869  0.026
H  -0.3556  0.5664  -3.3339  0.144
P  -0.4681  3.5413  -1.4920  -0.167
H  0.5341  0.5503  5.1103  0.183
H  1.2835  -3.5191  -3.5455  0.185
C  -1.3757  0.6692  3.2077  -0.429
H  2.4172  -0.0442  3.0296  0.396
C  0.7855  -1.3941  -3.0407  -0.392
N  1.4177  0.0485  3.2436  -0.657
N  -0.6662  -0.0253  2.1106  -0.727
C  0.6787  -2.6344  -3.7353  -0.345
C  -0.3588  -2.5172  -4.7079  -0.349
H  -1.5655  4.3004  -0.9532  0.028
C  -0.8956  -1.1963  -4.6332  -0.351
H  -0.6867  -3.3016  -5.3870  0.181
H  -2.3145  1.0515  2.7961  0.209
C  0.6724  -0.4320  2.2183  -0.010
H  1.5033  -1.1537  -2.2484  0.177
S  1.3497  -1.2720  0.8911  -0.532
C  -0.2065  -0.4827  -3.6117  -0.423
H  -0.7731  1.5170  3.5476  0.217
H  -0.8531  3.6788  -2.8708  -0.024
H  -1.2051  -0.8068  1.6966  0.396

Calculated values
HOMO level (alpha / beta)   -1.15 / -2.17 eV
Total charge   -1
LUMO (alpha / beta)   0.10046 / 0.08377 hartree
Relative energy (zero: lowest compared OMol25 entry of this formula, charge and spin)   0.00 kcal/mol
E_tot   -32492.134 eV

An isolated ion of composition C8H16N3 and charge +1, computed with the ωB97M-V functional and the def2-TZVPD basis.

Each line ends with the natural charge from an NBO analysis.
Positions of all 27 atoms, in Å:
N  0.5770  -0.3750  0.4557  -0.347
C  -2.1401  -1.5140  -0.5042  -0.223
H  1.0086  -2.3733  0.7411  0.229
H  -1.7548  -0.2101  -2.0364  0.369
N  -2.0002  -0.1651  -1.0499  -0.857
C  -0.7839  -2.2252  -0.4629  -0.417
H  3.0733  1.4950  -0.9436  0.252
C  -0.1109  0.6750  0.7206  0.581
H  1.4520  1.4318  -1.6410  0.228
N  0.1647  1.9457  0.5141  -0.342
C  0.1247  -1.7370  0.6713  -0.210
H  -2.8438  -2.1339  -1.0758  0.196
H  -0.6348  1.7091  2.5822  0.223
H  -2.8834  0.3284  -0.9847  0.376
H  -2.5368  -1.4213  0.5114  0.188
H  1.9714  -0.8175  -1.0433  0.229
H  -1.8620  1.9206  1.2314  0.239
C  -0.8575  1.6381  1.5192  -0.192
H  -0.4194  -1.7762  1.6184  0.221
C  1.8661  -0.1222  -0.2071  -0.215
H  2.6482  -0.3518  0.5269  0.219
H  -0.9492  -3.2914  -0.3151  0.239
C  1.5147  2.3783  0.2764  -0.222
H  1.5279  3.3748  -0.1678  0.240
C  2.0228  1.3188  -0.7172  -0.422
H  2.1036  2.3917  1.2019  0.211
H  -0.2783  -2.0935  -1.4216  0.207

Calculated values
HOMO level   -12.97 eV
Total charge   +1
LUMO   -0.09977 hartree
SMILES string   NCCCN1CCC[N+]2=C1C2
Relative energy (zero: lowest compared OMol25 entry of this formula, charge and spin)   32.68 kcal/mol
E_tot   -13018.010 eV

> Among the records above, which one has the lowest total charge?

C8H16N2PSSr

> The lowest total charge belongs to which entry?

C8H16N2PSSr

> What is the formula in the fourth record?

C8H16N2O3S2